# 1
{"formula": "C34H33IrN8O4S3", "method": "ωB97M-V/def2-TZVPD", "symbols": ["Ir", "C", "C", "N", "N", "C", "S", "S", "C", "C", "C", "C", "C", "C", "C", "C", "C", "C", "C", "C", "C", "O", "H", "H", "H", "H", "H", "H", "H", "H", "H", "H", "H", "H", "H", "H", "N", "C", "C", "C", "C", "C", "C", "S", "O", "O", "N", "C", "N", "C", "C", "C", "N", "H", "H", "H", "H", "H", "H", "H", "H", "H", "C", "C", "O", "N", "C", "C", "C", "C", "C", "C", "N", "H", "H", "H", "H", "H", "H", "H", "H", "H", "H"], "coordinates": [[0.226481, -0.390963, -0.041875], [2.467453, 0.816639, 2.333884], [1.553282, 1.803318, 1.676278], [0.607614, 1.416990, 0.896189], [-0.327203, 2.421310, 0.573217], [-0.830541, 2.305960, -0.602524], [-0.474542, 1.003379, -1.702820], [-1.986778, 3.454253, -1.198775], [-2.244735, 4.551742, 0.232850], [-3.244879, 4.019296, 1.225398], [-2.837684, 3.403872, 2.406394], [-3.776435, 2.908630, 3.300898], [-5.132331, 3.018796, 3.026475], [-5.546112, 3.641549, 1.857172], [-4.607389, 4.141444, 0.967341], [1.687125, 3.235701, 2.034792], [1.737945, 3.609710, 3.353206], [1.834651, 4.958951, 3.723726], [1.913502, 5.966698, 2.751104], [1.914402, 5.631339, 1.426156], [1.829766, 4.250644, 0.991956], [1.914153, 3.953407, -0.207237], [1.952828, 0.280903, 3.135268], [3.323843, 1.322412, 2.768597], [2.821278, 0.078199, 1.619036], [-2.610610, 5.471296, -0.224152], [-1.276325, 4.754290, 0.685937], [-1.780623, 3.323838, 2.618920], [-3.448667, 2.448602, 4.225770], [-5.863987, 2.640745, 3.728887], [-6.601460, 3.749010, 1.643173], [-4.937109, 4.631606, 0.058258], [1.675866, 2.857795, 4.131482], [1.847169, 5.218840, 4.773469], [1.985458, 7.002231, 3.055036], [1.996627, 6.371773, 0.641070], [6.616104, 2.148414, 2.353290], [5.840801, 1.583355, 1.356891], [5.803007, 0.189702, 1.194761], [4.993672, -0.376231, 0.233585], [4.183598, 0.438505, -0.555948], [4.228128, 1.817458, -0.424808], [5.047726, 2.386742, 0.533941], [3.303169, -0.275988, -1.886414], [4.077219, -1.385990, -2.348783], [2.908811, 0.775650, -2.772651], [1.912288, -0.908480, -1.194513], [1.232759, -1.864990, -1.883198], [1.574604, -2.512176, -2.987529], [0.668090, -3.348886, -3.468257], [-0.596164, -3.548342, -2.909120], [-0.895507, -2.808672, -1.786285], [0.025691, -2.007592, -1.262418], [7.387798, 1.592051, 2.684007], [6.860102, 3.117432, 2.226612], [6.436933, -0.437103, 1.810080], [4.996727, -1.446012, 0.071733], [3.629014, 2.430341, -1.085054], [5.093248, 3.465356, 0.635199], [0.954689, -3.881354, -4.368501], [-1.311089, -4.225608, -3.348502], [-1.855682, -2.853810, -1.286689], [1.273876, -3.785196, 2.669236], [0.720273, -2.423476, 2.382119], [1.081673, -1.817129, 1.364552], [-0.153284, -1.909130, 3.257970], [-0.727373, -0.577575, 3.123426], [-1.910430, -0.526587, 2.199206], [-3.190856, -0.610581, 2.717544], [-4.286339, -0.549432, 1.874680], [-4.056902, -0.408365, 0.519877], [-2.755192, -0.336335, 0.064312], [-1.685936, -0.390369, 0.878330], [2.304127, -3.821242, 2.324192], [0.704115, -4.517406, 2.094592], [1.222769, -4.045827, 3.724407], [-0.434230, -2.479954, 4.037783], [0.035172, 0.098949, 2.758025], [-1.027275, -0.242777, 4.114541], [-3.318581, -0.704409, 3.787646], [-5.291811, -0.604039, 2.269163], [-4.867489, -0.343713, -0.191478], [-2.539665, -0.202104, -0.985713]], "atomic_forces_ev_per_a": [[0.44, -0.11, 0.45], [0.05, -0.02, -0.12], [0.07, 0.34, 0.37], [-0.22, -0.15, -0.32], [0.12, 0.10, -0.04], [-0.08, -0.06, -0.01], [-0.03, 0.19, -0.11], [-0.11, 0.07, -0.01], [0.04, 0.02, 0.03], [0.03, -0.04, -0.03], [0.00, 0.02, -0.06], [-0.01, 0.00, 0.01], [0.03, -0.01, 0.02], [0.00, 0.00, -0.03], [-0.02, -0.07, -0.03], [0.22, 0.24, -1.65], [0.10, 1.54, 0.67], [-0.02, -0.26, -0.02], [-0.11, -1.06, 0.87], [0.06, -0.92, -1.35], [-0.24, 0.97, 4.63], [-0.03, -0.62, -2.86], [0.01, 0.03, 0.03], [0.04, 0.05, -0.04], [-0.03, -0.06, -0.02], [0.00, 0.03, 0.03], [0.00, -0.02, 0.02], [0.08, 0.00, 0.01], [0.01, 0.01, 0.00], [-0.01, 0.01, 0.01], [0.00, 0.01, 0.00], [0.00, 0.00, 0.00], [0.00, -0.04, -0.07], [0.00, 0.00, -0.03], [-0.01, 0.01, -0.10], [0.00, 0.00, 0.05], [0.01, -0.01, -0.08], [0.03, -0.05, 0.10], [0.00, 0.07, -0.02], [-0.06, 0.06, 0.01], [0.03, -0.11, 0.03], [-0.06, 0.01, 0.10], [-0.08, 0.06, -0.04], [-0.16, -0.04, -0.04], [0.00, 0.00, -0.03], [0.03, 0.11, -0.08], [0.03, -0.22, -0.11], [0.03, 0.06, 0.19], [-0.01, -0.09, -0.01], [0.00, -0.01, -0.02], [0.01, 0.04, 0.06], [0.07, -0.17, 0.02], [-0.09, 0.08, -0.26], [-0.01, 0.00, 0.01], [-0.01, 0.00, 0.02], [0.00, 0.00, 0.01], [-0.01, 0.00, -0.01], [0.06, 0.00, -0.01], [-0.01, -0.01, 0.01], [-0.01, 0.00, 0.00], [0.00, 0.00, 0.00], [-0.01, 0.01, -0.01], [0.01, 0.00, 0.00], [-0.02, 0.06, 0.06], [-0.07, -0.05, -0.05], [0.01, -0.02, -0.04], [-0.01, -0.02, 0.01], [-0.05, 0.06, 0.00], [0.03, 0.02, -0.02], [-0.01, 0.00, 0.00], [0.00, 0.02, 0.00], [0.01, 0.00, 0.02], [-0.06, 0.00, -0.15], [0.00, 0.00, 0.01], [0.01, 0.00, -0.01], [0.00, 0.00, 0.00], [0.02, 0.00, 0.01], [0.01, 0.00, 0.03], [-0.01, -0.02, 0.00], [0.00, 0.00, 0.00], [0.00, 0.01, 0.00], [0.00, 0.00, 0.00], [-0.01, -0.03, 0.00]], "lowdin_charge": [1.17, 0.00, -0.26, -0.12, -0.04, -1.06, 0.68, 0.96, -0.39, -0.29, -0.05, -0.10, -0.10, -0.08, -0.05, -0.11, -0.03, -0.07, -0.07, 0.00, -0.32, 0.23, 0.08, 0.09, 0.06, 0.08, 0.07, 0.10, 0.10, 0.10, 0.11, 0.12, 0.12, 0.10, 0.12, 0.12, 0.11, -0.32, -0.02, -0.06, -0.32, -0.06, -0.02, 0.62, -0.27, -0.29, -0.21, -0.49, 0.17, -0.08, -0.03, -0.09, -0.08, 0.10, 0.10, 0.12, 0.12, 0.11, 0.12, 0.12, 0.11, 0.12, 0.04, -0.47, -0.09, 0.11, -0.10, -0.23, -0.01, -0.03, -0.01, -0.13, -0.03, 0.10, 0.10, 0.09, 0.15, 0.07, 0.14, 0.12, 0.12, 0.12, 0.06], "e_homo_ev": [-10.47, -10.46], "homo_lumo_gap_ev": [7.801, 5.289], "charge": 1, "multiplicity": 2}

***

# 2
{"formula": "C34H33N6O6P2Sr", "method": "ωB97M-V/def2-TZVPD", "symbols": ["Sr", "O", "C", "O", "C", "C", "C", "C", "C", "N", "C", "O", "O", "H", "H", "H", "H", "N", "N", "C", "N", "N", "N", "O", "O", "H", "H", "H", "H", "H", "C", "C", "P", "C", "C", "C", "C", "C", "C", "C", "C", "C", "C", "C", "C", "P", "C", "C", "C", "C", "C", "C", "C", "C", "C", "C", "C", "C", "H", "H", "H", "H", "H", "H", "H", "H", "H", "H", "H", "H", "H", "H", "H", "H", "H", "H", "H", "H", "H", "H", "H", "H"], "coordinates": [[0.400390, -0.331480, 0.457996], [4.870118, 1.237444, -0.108123], [3.586291, 1.058268, 0.177274], [3.144148, 0.002647, 0.597618], [2.744383, 2.278049, -0.045508], [3.233075, 3.555357, -0.245729], [2.296028, 4.576090, -0.399789], [0.944734, 4.288593, -0.330448], [0.545059, 2.974072, -0.083996], [1.445479, 2.010389, 0.040379], [-0.940658, 2.587851, 0.103725], [-1.786285, 3.388913, -0.240450], [-1.083234, 1.439848, 0.644635], [5.332793, 0.403092, 0.072289], [4.294760, 3.746924, -0.290410], [2.628145, 5.591928, -0.565963], [0.178134, 5.042421, -0.444620], [0.703277, -0.599936, 3.589771], [0.898763, -1.950566, 3.949176], [1.091984, -2.889745, 2.987614], [1.314327, -4.143015, 3.366288], [1.027158, -2.401701, 1.763889], [1.255471, -3.227394, 0.664927], [1.438505, -4.417385, 0.744900], [1.240917, -2.578142, -0.373398], [1.502862, -0.072165, 3.923534], [-0.145119, -0.256348, 4.027203], [0.934638, -2.199915, 4.924299], [1.356589, -4.379510, 4.342074], [1.441567, -4.863121, 2.673045], [-2.578302, -1.076150, -2.025432], [-1.086451, -0.786896, -2.195771], [-0.395009, -0.155176, -3.798653], [-1.265493, 1.445948, -3.930994], [-0.511287, 2.593502, -3.712794], [-1.107465, 3.846868, -3.686220], [-2.468742, 3.969658, -3.888907], [-3.235526, 2.834909, -4.131776], [-2.639053, 1.587862, -4.153627], [-1.232299, -1.238053, -5.006490], [-1.277861, -2.615035, -4.794457], [-1.839556, -3.462590, -5.734854], [-2.352735, -2.947098, -6.916151], [-2.291853, -1.580428, -7.149462], [-1.736133, -0.733462, -6.203558], [-2.917554, -1.945497, -0.426430], [-4.400038, -2.956678, -0.755138], [-5.094424, -3.438913, 0.353935], [-6.202221, -4.253426, 0.200898], [-6.635147, -4.612495, -1.067259], [-5.948778, -4.147532, -2.177471], [-4.839948, -3.326253, -2.023758], [-3.547932, -0.635036, 0.666445], [-4.350737, 0.426357, 0.250111], [-4.752324, 1.402061, 1.142585], [-4.383246, 1.318915, 2.479296], [-3.609997, 0.257664, 2.915837], [-3.186793, -0.705912, 2.010615], [-2.878279, -1.751242, -2.828775], [-3.166210, -0.168468, -2.129854], [-0.541498, -1.702029, -1.922397], [-0.825648, 0.013446, -1.491584], [0.560696, 2.509435, -3.565083], [-0.500644, 4.725844, -3.511694], [-2.937471, 4.944044, -3.866753], [-4.300031, 2.921068, -4.305219], [-3.244681, 0.716576, -4.366148], [-0.868289, -3.044110, -3.885767], [-1.871902, -4.528075, -5.547847], [-2.790591, -3.605991, -7.653544], [-2.679560, -1.168410, -8.071653], [-1.700203, 0.329519, -6.408359], [-4.776809, -3.163704, 1.353277], [-6.731565, -4.608854, 1.075044], [-7.501306, -5.248669, -1.189008], [-6.273395, -4.416553, -3.173930], [-4.336681, -2.990882, -2.921711], [-4.657463, 0.503690, -0.785489], [-5.353215, 2.231021, 0.795045], [-4.703978, 2.082515, 3.175249], [-3.336005, 0.178588, 3.960914], [-2.570669, -1.532640, 2.356261]], "atomic_forces_ev_per_a": [[0.22, 0.27, 0.58], [-0.12, -0.09, 0.09], [0.17, 0.08, 0.03], [-0.16, 0.23, -0.22], [0.12, -0.05, 0.08], [-0.04, -0.12, -0.12], [-0.06, 0.02, 0.00], [-0.03, -0.08, 0.00], [0.02, 0.39, -0.11], [-0.39, -0.27, 0.10], [0.26, 0.14, 0.11], [0.03, 0.07, -0.03], [-0.22, -0.01, -0.11], [0.05, 0.05, -0.03], [0.01, -0.02, 0.00], [0.02, 0.01, 0.00], [0.02, 0.02, 0.00], [0.16, -0.37, 0.09], [-0.12, 0.06, -0.15], [-0.13, 0.20, 0.46], [0.03, 0.02, 0.14], [0.19, -0.86, -0.91], [-0.11, 0.60, 1.06], [0.04, -0.04, -0.11], [0.12, -0.61, -0.60], [-0.11, 0.15, -0.03], [0.01, 0.01, -0.03], [0.02, -0.06, 0.00], [0.00, -0.03, 0.02], [-0.02, 0.08, -0.07], [-0.08, -0.21, -0.29], [-0.21, -0.14, 0.37], [0.17, 0.04, -0.07], [-0.22, -0.06, 0.03], [0.15, 0.03, 0.06], [0.07, 0.03, 0.01], [-0.11, -0.03, -0.03], [0.04, 0.07, 0.01], [0.04, -0.11, 0.00], [-0.07, 0.11, -0.03], [0.04, -0.04, 0.13], [-0.03, -0.04, -0.06], [-0.01, 0.06, -0.03], [-0.02, -0.10, -0.03], [0.02, 0.06, -0.03], [0.50, 0.02, -0.10], [-0.15, 0.05, -0.08], [-0.02, 0.02, 0.07], [-0.04, -0.03, 0.04], [0.01, 0.00, -0.08], [-0.03, -0.02, 0.05], [0.05, -0.02, -0.08], [-0.11, 0.11, 0.19], [0.07, -0.10, -0.11], [0.01, 0.00, 0.05], [-0.04, 0.05, -0.02], [0.03, -0.02, 0.02], [0.06, 0.00, 0.01], [-0.01, 0.07, 0.02], [-0.05, 0.07, 0.01], [0.14, 0.18, -0.11], [-0.14, 0.14, -0.31], [-0.01, -0.04, 0.00], [-0.01, 0.01, 0.00], [0.00, 0.01, 0.01], [-0.01, 0.03, 0.00], [-0.01, -0.05, 0.03], [0.00, 0.02, 0.01], [0.01, 0.00, 0.01], [-0.01, -0.01, -0.01], [-0.01, -0.01, -0.01], [0.02, -0.01, 0.04], [0.02, 0.02, 0.00], [0.00, 0.00, 0.01], [-0.01, -0.01, 0.00], [-0.02, -0.01, 0.00], [0.02, 0.02, 0.06], [-0.01, 0.00, -0.01], [0.00, 0.02, 0.01], [0.01, 0.00, 0.01], [-0.01, 0.01, 0.01], [-0.01, -0.03, -0.04]], "lowdin_charge": [1.51, 0.16, -0.45, 0.02, -0.19, 0.03, -0.01, 0.03, -0.16, 0.06, -0.63, 0.07, -0.25, 0.15, 0.13, 0.12, 0.13, 0.05, -0.01, -0.40, 0.22, 0.02, -0.41, 0.11, -0.07, 0.11, 0.10, 0.16, 0.13, 0.11, -0.37, -0.47, 1.07, -0.39, -0.12, -0.08, -0.07, -0.06, -0.10, -0.39, -0.12, -0.08, -0.08, -0.07, -0.10, 1.07, -0.37, -0.11, -0.08, -0.08, -0.08, -0.09, -0.41, -0.07, -0.06, -0.07, -0.09, -0.15, 0.05, 0.07, 0.03, -0.01, 0.09, 0.10, 0.11, 0.11, 0.10, 0.10, 0.11, 0.10, 0.11, 0.10, 0.10, 0.11, 0.11, 0.11, 0.09, 0.11, 0.11, 0.11, 0.10, 0.08], "e_homo_ev": -10.18, "homo_lumo_gap_ev": 7.149, "charge": 1}